# 1
This record from OMol25 describes a molecular structure, C38H28AlCl6O3P2. The level of theory is ωB97M-V/def2-TZVPD.

XYZ file:
```
78
Properties=species:S:1:pos:R:3:forces:R:3
Al 0.1031 0.1215 -0.3262 -0.002 0.277 0.027
O 1.7060 0.4031 -1.1370 0.074 -0.176 0.003
P 2.9543 -0.4768 -1.2447 -0.084 0.057 -0.005
C 2.4746 -2.2154 -1.4865 -0.001 -0.044 0.065
P 1.2669 -2.7801 -0.2433 0.138 0.002 -0.018
O 0.2687 -1.6493 -0.0504 -0.146 -0.068 -0.039
C 0.5244 -4.2861 -0.8215 0.038 0.015 -0.087
C 0.2794 -4.4815 -2.1823 -0.057 -0.033 0.040
C -0.3459 -5.6408 -2.6065 -0.008 -0.025 -0.019
C -0.7335 -6.5997 -1.6802 0.000 -0.004 0.002
C -0.5056 -6.4016 -0.3254 -0.006 0.008 0.013
C 0.1260 -5.2479 0.1083 -0.027 0.013 0.014
C 2.1360 -3.0860 1.2780 -0.010 0.009 0.008
C 1.9481 -2.2081 2.3431 0.005 0.021 -0.010
C 2.6647 -2.4027 3.5154 -0.002 -0.013 0.008
C 3.5538 -3.4618 3.6205 0.000 -0.003 -0.003
C 3.7369 -4.3390 2.5566 0.005 -0.003 -0.008
C 3.0296 -4.1533 1.3823 0.009 -0.028 0.005
C 3.9138 -0.3555 0.2531 -0.016 0.004 -0.018
C 4.9927 -1.2071 0.4956 0.004 -0.024 0.014
C 5.7254 -1.0707 1.6604 -0.012 -0.010 -0.014
C 5.3892 -0.0816 2.5784 0.009 0.004 0.005
C 4.3173 0.7632 2.3386 -0.016 0.005 0.006
C 3.5706 0.6284 1.1770 0.031 0.018 0.012
C 3.8894 0.0127 -2.6751 -0.006 0.030 -0.007
C 4.9377 -0.7740 -3.1526 0.015 -0.019 0.005
C 5.6713 -0.3475 -4.2455 0.006 -0.006 -0.002
C 5.3608 0.8601 -4.8586 -0.011 0.019 -0.004
C 4.3176 1.6420 -4.3849 0.003 -0.004 0.001
C 3.5764 1.2231 -3.2903 0.008 -0.022 -0.012
H 3.3551 -2.8616 -1.4650 0.008 0.003 0.015
H 2.0254 -2.2846 -2.4802 -0.021 0.061 -0.003
H 0.5373 -3.7264 -2.9120 0.031 0.000 -0.012
H -0.5363 -5.7944 -3.6606 0.007 0.004 0.015
H -1.2191 -7.5065 -2.0163 -0.003 0.009 0.001
H -0.8192 -7.1451 0.3947 0.005 -0.001 -0.006
H 0.3028 -5.0946 1.1656 0.012 -0.002 -0.011
H 1.2489 -1.3829 2.2607 0.025 -0.031 -0.001
H 2.5206 -1.7261 4.3474 -0.002 -0.005 0.000
H 4.1059 -3.6123 4.5392 -0.004 0.002 -0.002
H 4.4238 -5.1699 2.6475 -0.002 0.006 0.004
H 3.1603 -4.8484 0.5595 -0.006 0.014 -0.001
H 5.2668 -1.9811 -0.2124 -0.006 0.009 -0.009
H 6.5585 -1.7334 1.8528 0.001 0.009 0.004
H 5.9688 0.0272 3.4859 -0.004 -0.003 -0.003
H 4.0536 1.5282 3.0568 0.004 -0.004 -0.001
H 2.7172 1.2697 1.0036 -0.004 0.042 -0.020
H 5.1892 -1.7176 -2.6813 -0.006 0.014 -0.002
H 6.4838 -0.9545 -4.6209 -0.005 0.001 0.004
H 5.9360 1.1914 -5.7130 -0.003 -0.004 0.004
H 4.0774 2.5793 -4.8679 0.003 -0.004 0.001
H 2.7579 1.8246 -2.9188 -0.011 0.000 0.007
Cl -3.5266 4.3059 4.0676 -0.002 -0.003 0.006
C -2.4319 3.2703 3.2467 0.001 0.039 -0.026
C -1.6708 3.7570 2.1843 -0.017 0.007 0.029
Cl -1.8284 5.3900 1.6854 0.004 0.008 -0.001
C -0.7816 2.9151 1.5281 0.029 -0.073 0.009
Cl 0.1707 3.4798 0.2046 0.035 -0.021 -0.039
C -0.6339 1.5779 1.9062 0.045 -0.020 0.010
O 0.2331 0.7723 1.2934 -0.019 0.046 0.007
C -1.4138 1.1032 2.9621 -0.006 -0.010 -0.006
Cl -1.2561 -0.5600 3.3912 -0.012 0.016 0.016
C -2.3015 1.9378 3.6329 0.024 -0.040 -0.001
Cl -3.2354 1.3210 4.9321 -0.017 -0.002 0.009
Cl -0.7576 -1.3000 -3.5879 0.058 -0.007 0.015
C -2.0695 -1.5827 -2.4567 -0.083 -0.055 0.086
C -2.7869 -2.7634 -2.5665 0.053 0.031 -0.063
C -3.7966 -3.0315 -1.6581 -0.018 0.007 0.026
C -4.0736 -2.1119 -0.6542 -0.006 -0.037 -0.008
C -3.3512 -0.9353 -0.5697 0.006 0.054 -0.064
C -2.3310 -0.6291 -1.4757 -0.031 -0.069 0.036
C -1.5032 0.6015 -1.3221 0.041 0.054 0.079
H -2.5525 -3.4565 -3.3634 -0.017 -0.003 0.011
H -4.3665 -3.9472 -1.7392 0.002 0.000 -0.002
H -4.8615 -2.3088 0.0609 0.004 -0.005 -0.005
H -3.5768 -0.2171 0.2111 -0.007 -0.016 -0.002
H -2.0362 1.3578 -0.7379 -0.065 -0.064 -0.050
H -1.2588 1.0434 -2.2868 0.038 0.043 -0.034
```
Forces are in eV/Å.

## Properties
spin multiplicity = 1
HOMO = -10.58 eV
total charge = +1
Kohn-Sham gap = 7.9 eV

=====

# 2
This record from OMol25 describes a molecular structure, C38H29BrLiN7O3S in a non-equilibrium geometry. The level of theory is ωB97M-V/def2-TZVPD.

XYZ file:
```
80
Properties=species:S:1:pos:R:3:forces:R:3
Li 0.3313 -0.1785 -0.4779 0.026 0.117 0.188
N -1.4458 3.7052 -2.1509 -0.137 -0.029 0.169
C -0.4626 2.8835 -1.7288 -0.026 -0.058 0.146
N -0.4654 2.2186 -0.6274 0.083 0.385 0.203
C -1.5828 2.3237 0.2044 0.107 0.028 -0.381
N -1.8065 1.5165 1.1759 0.062 -0.134 0.118
N -0.8479 0.5249 1.3221 0.016 0.465 -0.042
C -1.3519 -0.5927 1.6221 0.196 -0.678 0.117
C -0.4813 -1.7854 1.8016 0.037 0.260 -0.135
C -0.9997 -2.9273 2.3921 -0.122 -0.140 0.096
C -0.1824 -4.0343 2.5495 -0.080 -0.065 0.036
C 1.1283 -3.9678 2.1097 0.052 -0.045 0.025
C 1.5603 -2.7905 1.5171 -0.111 0.263 -0.077
N 0.7818 -1.7187 1.3553 -0.072 -0.174 -0.005
C -2.6081 3.3374 -0.1034 0.119 -0.113 0.112
C -3.7017 3.5846 0.7276 -0.024 -0.018 0.136
C -4.7009 4.4485 0.3295 -0.019 -0.019 -0.030
C -4.6260 5.0669 -0.9225 -0.002 0.014 0.078
C -3.5547 4.8320 -1.7554 0.000 0.195 -0.007
C -2.5452 3.9712 -1.3358 0.284 0.138 -0.138
H -1.4167 4.0893 -3.0781 -0.022 0.059 -0.159
H 0.3874 2.7929 -2.4018 -0.092 -0.044 0.047
H -2.4293 -0.7200 1.7032 -0.046 -0.023 0.145
H -2.0326 -2.9388 2.7205 0.061 -0.021 -0.020
H -0.5663 -4.9399 3.0043 0.016 0.049 -0.008
H 1.8030 -4.8097 2.2134 -0.052 0.083 -0.017
H 2.5791 -2.7045 1.1450 -0.091 0.010 -0.001
H -3.7501 3.0638 1.6771 0.000 0.054 -0.086
H -5.5505 4.6325 0.9760 0.050 -0.001 -0.030
H -5.4189 5.7290 -1.2496 0.021 -0.017 0.021
H -3.5050 5.2854 -2.7380 0.032 -0.009 -0.029
C 1.1934 -2.3907 -2.6268 0.114 0.098 0.144
O 1.5849 -1.4102 -1.6595 0.425 -0.030 -0.117
C 2.9103 -1.2304 -1.4084 -0.379 -0.171 -0.114
C 3.9386 -2.0087 -1.8987 0.068 -0.042 -0.029
C 5.2495 -1.6897 -1.5402 -0.037 -0.022 0.003
Br 6.6563 -2.7508 -2.2299 0.023 -0.021 -0.017
C 5.5408 -0.6481 -0.6938 0.001 0.049 0.077
C 4.4904 0.1250 -0.1822 0.220 0.229 0.227
C 3.1955 -0.1483 -0.5687 -0.379 0.310 0.118
O 2.1060 0.6004 -0.1941 0.403 -0.069 -0.138
C 4.7807 1.2243 0.7634 0.033 -0.053 0.044
N 5.8633 1.9446 0.7725 -0.071 0.187 0.178
C 5.7062 2.8233 1.8478 0.227 -0.073 -0.205
C 6.5679 3.8128 2.3207 0.034 0.046 0.002
C 6.1771 4.5350 3.4329 -0.024 -0.045 -0.028
C 4.9498 4.2868 4.0733 0.043 -0.049 -0.085
C 4.0793 3.3167 3.6116 -0.008 0.002 -0.020
C 4.4864 2.6020 2.4876 -0.085 -0.193 -0.031
N 3.8936 1.5804 1.7623 -0.218 -0.005 0.082
H 1.4359 -3.3950 -2.2703 0.011 0.023 0.002
H 1.6887 -2.2027 -3.5818 0.014 0.013 0.028
H 0.1201 -2.2707 -2.7326 -0.026 0.046 0.040
H 3.7395 -2.8444 -2.5546 0.020 0.037 0.032
H 6.5559 -0.4098 -0.4061 -0.050 -0.023 -0.020
H 2.3577 1.4583 0.1756 -0.082 -0.092 -0.140
H 7.5118 3.9968 1.8221 -0.040 -0.003 0.045
H 6.8276 5.3077 3.8258 -0.037 -0.047 -0.029
H 4.6817 4.8676 4.9464 0.002 -0.004 -0.020
H 3.1313 3.1263 4.1035 0.082 0.011 -0.059
H 3.0912 1.0432 2.0560 0.069 -0.035 -0.008
C -5.3078 6.1560 -6.7768 -0.101 -0.108 0.044
C -4.6946 5.0745 -5.9143 -0.045 -0.024 -0.003
O -3.6007 5.1819 -5.4246 -0.004 -0.121 0.114
S -5.7682 3.6538 -5.7096 0.068 0.128 -0.067
C -4.7705 2.5561 -4.7448 0.094 0.102 0.095
C -3.8138 1.7604 -5.3681 0.154 -0.112 0.093
C -2.9833 0.9475 -4.6105 -0.044 0.070 -0.146
C -3.0862 0.9042 -3.2122 0.181 -0.123 0.238
C -4.0904 1.6745 -2.6074 -0.226 -0.097 -0.155
C -4.9187 2.4977 -3.3627 0.099 -0.247 0.012
C -2.1414 0.1555 -2.4171 0.045 0.032 -0.089
C -1.2327 -0.3133 -1.7259 -0.856 -0.060 -0.571
H -4.5857 6.4466 -7.5380 0.023 -0.021 0.002
H -5.5097 7.0282 -6.1533 0.013 -0.036 0.012
H -6.2330 5.8294 -7.2495 0.016 0.023 0.013
H -3.7141 1.7937 -6.4468 0.025 -0.009 0.043
H -2.2235 0.3439 -5.0928 -0.046 0.033 0.006
H -4.1993 1.6312 -1.5301 -0.039 0.019 -0.065
H -5.6692 3.1094 -2.8771 0.025 -0.052 -0.009
```
Forces are in eV/Å.

## Properties
spin multiplicity = 1
HOMO = -7.31 eV
Kohn-Sham gap = 7.2 eV

=====

# 3
This record from OMol25 describes a molecular structure, C38H29BrN3O10PSW in a non-equilibrium geometry. The level of theory is ωB97M-V/def2-TZVPD.

XYZ file:
```
84
Properties=species:S:1:pos:R:3:forces:R:3
W -0.1210 1.2363 -0.0455 0.217 0.830 0.132
Br -6.7752 0.6615 2.8695 -0.016 0.025 0.011
C -5.0987 1.2794 2.2355 -0.375 -0.364 -0.271
C -4.2982 2.0509 3.0663 0.495 0.071 -0.352
C -3.0538 2.4553 2.6178 -0.157 0.191 0.245
C -2.5775 2.1127 1.3495 0.314 -0.072 -0.864
O -1.3509 2.4762 0.9800 -1.318 0.136 0.802
C -3.4530 1.3729 0.4782 0.103 0.044 0.927
C -3.1150 1.2020 -0.8879 1.727 1.291 -0.369
N -1.9143 1.6042 -1.2860 -2.021 -1.228 1.128
C -1.5811 1.9347 -2.5728 -0.190 0.190 -1.906
C -2.2998 1.6590 -3.7413 0.635 -0.015 1.644
C -1.8628 2.1734 -4.9506 0.703 0.584 -0.706
C -0.7347 2.9671 -5.0359 -0.421 -0.363 -0.044
C 0.0181 3.2675 -3.8850 -0.056 -0.179 0.563
C 1.1853 4.0612 -3.8805 0.008 -0.035 0.736
C 1.7878 4.3508 -2.6724 -0.152 0.158 -1.066
C 1.2643 3.8507 -1.4850 -1.303 -0.869 0.752
N 0.1950 3.0343 -1.4451 0.910 0.783 -0.924
C -0.4069 2.7438 -2.6338 -0.516 0.233 -0.430
C -4.6999 0.9460 0.9639 0.135 0.150 0.095
H -4.6483 2.3127 4.0515 0.038 0.044 0.126
H -2.4105 3.0370 3.2593 0.114 0.065 0.042
H -3.8852 0.9154 -1.5994 0.023 0.102 -0.078
H -3.1826 1.0416 -3.7035 -0.128 -0.062 0.015
H -2.4230 1.9498 -5.8452 -0.040 0.004 -0.111
H -0.4212 3.3745 -5.9857 0.028 -0.007 -0.094
H 1.5723 4.4327 -4.8177 0.102 0.095 -0.040
H 2.6707 4.9689 -2.6400 0.064 0.054 0.084
H 1.7189 4.0980 -0.5327 0.041 -0.184 0.045
H -5.3385 0.3536 0.3274 -0.129 -0.045 -0.076
O 2.9987 3.3240 1.3436 -0.174 0.075 0.020
C 2.3563 2.3035 1.3212 1.008 -0.521 0.135
O 1.0572 2.2643 1.1429 -0.002 0.905 0.155
C 2.9895 0.9244 1.5013 -0.290 0.072 -0.332
P 1.6268 -0.3370 1.3896 1.355 0.092 1.498
C 1.1154 -0.3232 3.1639 -0.328 0.073 -0.375
C 1.5997 -1.2393 4.0937 0.034 -0.023 -0.205
C 1.1940 -1.1748 5.4162 0.038 -0.037 0.042
C 0.3038 -0.1969 5.8260 0.074 0.008 -0.011
C -0.1749 0.7249 4.9086 0.003 -0.036 0.050
C 0.2225 0.6629 3.5843 -0.198 0.228 -0.183
C 2.6005 -1.8911 1.2966 -0.374 -0.154 -0.179
C 1.8949 -3.0914 1.2280 0.072 0.122 0.029
C 2.5498 -4.2796 0.9597 -0.089 -0.071 -0.028
C 3.9180 -4.2868 0.7410 0.018 -0.007 0.012
C 4.6276 -3.1032 0.8286 0.058 -0.046 -0.037
C 3.9786 -1.9136 1.1098 -0.096 0.100 0.117
H 3.5447 0.8779 2.4436 -0.160 -0.024 -0.141
H 3.6858 0.7767 0.6679 -0.062 0.138 0.244
H 2.2933 -2.0045 3.7739 0.012 -0.049 0.066
H 1.5778 -1.8926 6.1260 0.026 -0.060 0.066
H -0.0042 -0.1486 6.8588 -0.067 0.007 0.118
H -0.8661 1.4886 5.2295 -0.091 0.122 0.011
H -0.1684 1.3852 2.8659 0.133 -0.226 0.432
H 0.8195 -3.0823 1.3430 -0.077 -0.044 0.021
H 1.9866 -5.1971 0.8755 -0.075 -0.082 0.045
H 4.4264 -5.2063 0.4900 0.019 -0.077 0.005
H 5.6900 -3.0901 0.6339 0.096 -0.019 0.064
H 4.5678 -1.0126 1.1453 -0.006 0.114 -0.028
O -1.1278 0.0697 1.0773 -0.916 -1.063 0.674
C -1.3484 -1.2381 1.0713 -0.069 -0.095 0.009
C -1.3247 -1.9980 -0.1006 0.079 0.052 -0.798
C -1.7597 -3.3392 -0.1123 -0.026 0.121 -0.065
C -1.8802 -4.0219 -1.3051 0.416 1.283 -0.039
C -1.5949 -3.4012 -2.5260 -0.133 -0.313 0.182
C -1.1041 -2.1091 -2.5364 0.115 0.337 0.225
C -0.9083 -1.4027 -1.3492 -0.112 -0.221 0.781
O -0.3414 -0.1995 -1.3545 -0.543 -1.005 -0.868
N -2.3363 -5.3814 -1.2877 -0.208 -0.664 -0.012
O -2.4964 -5.9174 -0.2089 -0.040 -0.085 0.206
O -2.5341 -5.9280 -2.3544 -0.052 -0.119 -0.242
H -1.6660 -1.6727 2.0154 0.024 0.139 -0.004
H -2.0425 -3.8113 0.8158 -0.002 -0.111 0.045
H -1.7617 -3.9464 -3.4406 0.071 -0.034 -0.059
H -0.8467 -1.6318 -3.4711 0.061 0.033 -0.057
C 2.0373 0.1089 -3.3883 0.092 0.117 0.812
S 2.4721 0.0392 -1.6482 -0.270 -1.240 -0.744
O 3.8842 0.2376 -1.5143 0.220 0.477 -0.193
O 1.9559 -1.1930 -1.1018 0.563 -0.146 -0.835
O 1.6966 1.1881 -1.0366 0.970 0.328 -0.390
H 2.4094 -0.7907 -3.8570 0.122 -0.192 -0.066
H 2.4929 0.9903 -3.8151 0.120 0.219 -0.129
H 0.9568 0.1600 -3.4350 -0.171 -0.026 -0.060
```
Forces are in eV/Å.

## Properties
spin multiplicity = 3
HOMO (alpha / beta) = -6.52 / -8.56 eV
expectation value of S² = 2.0388
Kohn-Sham gap (alpha / beta) = 4.8 / 6.9 eV